ORCA calculation (ωB97M-V/def2-TZVPD) on a molecular structure, C5H14NSi in a non-equilibrium geometry.

Structure (ORCA input):
```
! wB97M-V def2-TZVPD RIJCOSX def2/J DEFGRID3
* xyz 1 1
C 2.1489 -0.6817 -0.1104
C 0.3426 -1.3350 -0.8295
C 0.6314 1.0795 0.7342
C -1.7669 1.2213 -1.0564
C -1.7724 -1.0739 1.2906
N 1.9199 0.7591 -0.0947
Si -0.7641 -0.0888 -0.0570
H 2.3887 -1.0809 0.8467
H 2.7413 -0.9663 -0.9261
H 0.5108 -1.1571 -1.8771
H 0.1772 -2.4005 -0.5919
H 0.8509 1.0279 1.8127
H 0.4943 2.0810 0.4319
H -1.3061 2.2465 -0.7943
H -1.6637 1.0735 -2.1536
H -2.7950 1.2007 -0.8767
H -1.6326 -2.1933 1.0390
H -1.3317 -0.8264 2.3169
H -2.7770 -0.8454 1.3824
H 2.4908 1.3954 0.4363
H 1.7722 1.0769 -1.0664
*
```

LUMO	-3.4	eV
HOMO-LUMO gap	10.90	eV
HOMO energy	-14.31	eV
DFT total energy	-14771.5311	eV

=====

ORCA calculation (ωB97M-V/def2-TZVPD) on a single C4H6O2 molecule.

Structure (ORCA input):
```
! wB97M-V def2-TZVPD RIJCOSX def2/J DEFGRID3
* xyz 0 1
C 1.6166 0.0664 -0.2098
O 1.2265 -0.3529 1.0991
C 0.2225 -0.0658 0.1636
C -0.8783 0.9345 0.4470
O -1.8301 0.0787 -0.2095
C -0.8551 -0.9576 -0.4230
H 2.0989 -0.7245 -0.7832
H 2.0123 1.0701 -0.3355
H -0.8169 1.9345 0.0025
H -1.0707 1.0193 1.5248
H -1.0720 -1.8852 0.1171
H -0.7227 -1.1623 -1.4927
*
```

LUMO	1.0	eV
HOMO-LUMO gap	10.90	eV
HOMO energy	-9.94	eV
DFT total energy	-8337.5490	eV

=====

ORCA calculation (ωB97M-V/def2-TZVPD) on a molecular structure, C33H28CsN7O5.

Structure (ORCA input):
```
! wB97M-V def2-TZVPD RIJCOSX def2/J DEFGRID3
* xyz -2 1
Cs 0.3886 0.5224 -0.3569
C 3.5863 2.6601 -1.0177
C 3.8731 1.5566 -1.9863
C 5.1722 1.1132 -2.2438
C 5.3666 0.0559 -3.1039
C 4.2663 -0.5256 -3.7197
C 3.0119 -0.0110 -3.4336
N 2.8206 0.9943 -2.5771
C 1.7795 -0.5466 -4.0984
C 1.8378 -1.2112 -5.3227
C 0.6605 -1.6656 -5.8927
C -0.5413 -1.4325 -5.2473
C -0.5108 -0.7408 -4.0403
N 0.6216 -0.3280 -3.4819
C -1.7475 -0.3986 -3.2770
C -2.7392 -1.3308 -3.0336
C -3.7863 -0.9631 -2.1937
C -3.8014 0.3028 -1.6527
C -2.7743 1.1966 -1.9772
C -2.7149 2.5670 -1.3683
N -1.7769 0.8432 -2.7825
H 4.4993 3.1904 -0.7472
H 3.1589 2.2373 -0.1060
H 2.8613 3.3652 -1.4316
H 6.0051 1.5772 -1.7327
H 6.3610 -0.3344 -3.2832
H 4.3847 -1.3751 -4.3779
H 2.7831 -1.3469 -5.8286
H 0.6796 -2.1780 -6.8474
H -1.4854 -1.7450 -5.6738
H -2.6602 -2.3342 -3.4328
H -4.5527 -1.6792 -1.9234
H -4.5643 0.5949 -0.9427
H -3.6253 3.1289 -1.5907
H -1.8542 3.1244 -1.7378
H -2.6467 2.4692 -0.2800
C 4.1280 0.9657 4.2334
O 3.3303 -0.2044 4.3272
C 1.9757 0.0134 4.4384
C 1.3341 -0.4605 5.5685
C -0.0422 -0.3291 5.7094
C -0.7676 0.2994 4.7112
C -0.1374 0.7901 3.5718
C -0.8844 1.5341 2.5261
N -1.9983 1.2734 1.9648
N -2.7378 0.1897 2.3848
C -2.6796 -0.8504 1.5936
O -1.9299 -1.0110 0.5842
C -3.6068 -1.9767 1.9724
C -3.6019 -3.1306 1.1953
C -4.4485 -4.1916 1.4926
C -5.3113 -4.1115 2.5770
C -5.3185 -2.9619 3.3599
C -4.4748 -1.9035 3.0600
C 1.2492 0.6277 3.4030
O 1.8319 1.0563 2.2745
H 5.1428 0.6311 4.0281
H 4.1047 1.5165 5.1816
H 3.8029 1.6188 3.4244
H 1.9390 -0.9482 6.3238
H -0.5419 -0.7190 6.5873
H -1.8418 0.4013 4.7846
H -0.3840 2.4206 2.1399
H -2.9146 -3.1669 0.3597
H -4.4321 -5.0857 0.8792
H -5.9716 -4.9382 2.8137
H -5.9882 -2.8930 4.2101
H -4.4699 -1.0012 3.6568
O 0.9753 6.3424 -2.4038
N 1.3802 5.2390 -1.9909
O 0.5189 4.4702 -1.5158
N 3.5977 -0.3018 1.0582
C 4.2278 -1.0232 0.3916
H 2.6081 0.4655 1.8666
*
```

LUMO	3.7	eV
HOMO-LUMO gap	5.37	eV
HOMO energy	-1.64	eV
DFT total energy	-55891.1124	eV